Entry 1:
The following is a DFT calculation (the ωB97M-V functional and the def2-TZVPD basis) of a molecular structure, C23H27CaN3O3P2S3 in a non-equilibrium geometry.

2S+1 = 1
Energy relative to the best compared isomer or geometry (same formula, charge and spin) = 74.0 kJ/mol
LUMO level = 4.46 eV
Charge = -2
DFT total energy = -3837.694777 a.u.

The geometry in XYZ format:
```
62
Properties=species:S:1:pos:R:3:lowdin_charge:R:1
Ca -0.77815 0.25300 0.14184 0.952
S -2.27661 -1.12004 2.14519 0.412
S -0.70851 -2.34873 -0.81516 0.457
S 3.36846 2.15575 -1.82575 0.479
P 1.34020 -1.45211 1.80873 0.759
P 1.66277 1.56246 2.02689 0.827
O 0.72232 0.97668 -1.33743 -0.355
O -2.55071 1.00131 -0.74483 -0.256
O -0.66040 2.64659 0.58130 -0.098
N -4.23009 -4.20492 2.54830 0.108
N 1.24568 0.62180 -2.49373 -0.204
N -2.56777 -5.53086 -0.59496 0.107
C -4.30325 2.31346 -1.61792 -0.022
C -2.61722 4.51137 -1.67318 -0.072
C 2.47564 3.20815 2.07483 -0.294
C 2.94064 0.56840 2.91913 -0.447
C 0.95120 -0.59883 -4.50958 -0.081
C 2.40774 -0.85016 3.20670 -0.444
C 2.22000 -0.17129 -4.91699 -0.112
C -4.73851 3.51480 -2.12216 -0.123
C -2.50146 -2.65645 1.33915 -0.804
C 2.49210 1.08659 -2.83093 -0.735
C -0.84501 3.30819 -0.43544 -0.386
C -3.46609 -3.54065 1.99818 -0.327
C -1.91481 -3.13137 0.20581 -0.779
C 0.27482 4.15084 -0.98359 -0.025
C -2.15962 3.31401 -1.11205 -0.101
C 0.49966 -0.17905 -3.29260 -0.053
C -3.89747 4.63851 -2.17372 -0.139
C 1.12955 -3.19981 2.29601 -0.296
C 0.47091 1.78258 3.42509 -0.285
C 2.66255 -1.63138 0.52921 -0.292
C -2.97997 2.14607 -1.11721 -0.378
C 2.95208 0.64420 -4.09944 -0.130
C -2.29998 -4.47114 -0.22879 -0.328
H 0.32908 -1.24873 -5.10682 0.097
H 3.81447 0.50668 2.26439 0.069
H 2.73790 3.49593 3.09853 0.029
H -0.45158 -0.46704 -2.86814 0.084
H -0.16751 0.90123 3.52817 0.014
H -4.24543 5.57800 -2.58286 0.076
H -0.17480 2.63420 3.20585 0.029
H 2.09255 -3.66427 2.53110 0.031
H 1.20357 3.58813 -0.86923 0.019
H -4.94758 1.44354 -1.59049 0.107
H 0.46952 -3.25948 3.16330 0.036
H 2.93148 -0.65825 0.10831 0.015
H 3.55994 -2.10939 0.93756 0.033
H 2.26302 -2.24511 -0.28040 0.012
H -5.75430 3.59226 -2.49734 0.087
H 0.65333 -3.72881 1.47042 0.015
H 2.62567 -0.48361 -5.87224 0.091
H 0.34755 5.08266 -0.41329 0.087
H 0.99152 1.95471 4.37323 0.033
H -1.95369 5.36987 -1.67945 0.100
H 1.80641 3.95754 1.64965 0.020
H 1.78374 -0.83184 4.10540 0.067
H 3.37588 3.17591 1.45866 0.024
H 3.22365 -1.55951 3.38135 0.063
H 3.93253 0.99703 -4.38784 0.082
H 0.12766 4.38704 -2.03522 0.082
H 3.24353 1.08445 3.83687 0.064
```

=====

Entry 2:
The following is a DFT calculation (the ωB97M-V functional and the def2-TZVPD basis) of C4H12N2O in the gas phase in a non-equilibrium geometry.

SMILES string = CN[C@@H](CN)CO
2S+1 = 1
Energy relative to the best compared isomer or geometry (same formula, charge and spin) = 171.6 kJ/mol
LUMO level = 0.82 eV
DFT total energy = -344.319677 a.u.

The geometry in XYZ format:
```
19
Properties=species:S:1:pos:R:3:lowdin_charge:R:1
O 0.12801 -2.53080 0.44137 -0.084
N 0.58686 -1.08316 -1.89534 -0.005
N -0.93285 1.02735 0.85043 -0.069
C 0.54266 0.02152 -0.90531 -0.226
C -0.34482 -1.32186 1.03133 -0.246
C -0.01027 2.16910 0.73383 -0.142
C -0.61628 -0.19574 0.05723 -0.350
H 0.36454 0.95906 -1.42170 0.102
H 0.37078 -2.36759 -0.48979 0.041
H -0.11936 2.64915 -0.22685 0.066
H -0.79743 0.69938 1.79927 0.079
H 0.35604 -1.04846 1.83596 0.120
H 1.04264 1.95855 0.92089 0.074
H 1.45033 0.04963 -0.29575 0.127
H -0.32295 2.89493 1.48286 0.078
H 1.34120 -0.89098 -2.53902 0.074
H -0.23839 -0.96055 -2.49798 0.093
H -1.25706 -1.59800 1.59439 0.126
H -1.54364 -0.43154 -0.47584 0.141
```